1.
Computed, not measured: a single C17H22FN5OS molecule, with ωB97M-V/def2-TZVPD.

Geometry as ORCA input:
```
! RIJCOSX wB97M-V def2-TZVPD def2/J DEFGRID3
* xyz 0 1
C -3.9198 -4.1668 -0.5112
N -3.7945 -2.7556 -0.7274
C -3.6405 -2.0664 -1.8930
N -3.5675 -0.7922 -1.6665
N -3.6768 -0.5992 -0.3417
C -3.8087 -1.7754 0.2224
S -3.9808 -2.1402 1.9084
C -3.9014 -0.4712 2.6319
H -4.5407 0.1762 2.0348
H -4.2931 -0.5880 3.6416
C -2.4580 0.0357 2.7005
O -1.7893 -0.0791 3.7044
N -2.0552 0.6157 1.5606
C -0.7011 1.0640 1.3226
C -0.6800 2.5519 0.9766
C 0.7467 2.9564 0.6277
C 1.2706 2.0869 -0.5090
N 1.2544 0.6918 -0.1120
C -0.0951 0.2516 0.1726
H -0.0613 -0.8024 0.4631
H -0.7537 0.3459 -0.7135
C 1.9068 -0.1634 -1.0916
C 3.3863 0.1007 -1.1202
C 4.1918 -0.3142 -0.0657
C 5.5516 -0.0691 -0.0320
C 6.1369 0.6141 -1.0837
C 5.3615 1.0337 -2.1507
C 4.0006 0.7789 -2.1641
H 3.3999 1.1083 -2.9997
H 5.8163 1.5626 -2.9745
H 7.1973 0.8142 -1.0695
H 6.1319 -0.4140 0.8094
F 3.6390 -1.0012 0.9536
H 1.7391 -1.2001 -0.7861
H 1.4841 -0.0259 -2.1040
H 2.3016 2.3648 -0.7405
H 0.6562 2.2511 -1.4153
H 0.7844 4.0062 0.3330
H 1.3875 2.8168 1.4991
H -1.0524 3.1339 1.8206
H -1.3373 2.7281 0.1210
H -0.1287 0.8842 2.2375
H -2.6672 0.5624 0.7462
H -3.5860 -2.5268 -2.8571
H -3.7542 -4.6884 -1.4518
H -3.1846 -4.4939 0.2260
H -4.9163 -4.4027 -0.1326
*
```

Its total energy is -41037.2609 eV. For the energy relative to the best compared isomer or geometry (same formula, charge and spin), the calculation gives 0.000 eV. For the orbital gap, the calculation gives 9.05 eV. Its LUMO energy is 0.457 eV. The molar mass comes out at 363.46 g mol⁻¹. The SMILES is Cn1cnnc1SCC(=O)N[C@@H]1CCCN(Cc2ccccc2F)C1.

In the Löwdin picture, each atom carries the following charge in e:
1. C -0.04
2. N -0.11
3. C -0.16
4. N 0.02
5. N -0.01
6. C -0.63
7. S 1.00
8. C -0.35
9. H 0.08
10. H 0.08
11. C -0.57
12. O 0.05
13. N 0.09
14. C -0.29
15. C -0.15
16. C -0.17
17. C -0.19
18. N -0.15
19. C -0.14
20. H 0.13
21. H 0.13
22. C -0.15
23. C -0.16
24. C -0.23
25. C -0.01
26. C -0.09
27. C -0.09
28. C -0.05
29. H 0.11
30. H 0.10
31. H 0.10
32. H 0.12
33. F 0.07
34. H 0.13
35. H 0.13
36. H 0.12
37. H 0.13
38. H 0.11
39. H 0.12
40. H 0.12
41. H 0.12
42. H 0.15
43. H 0.09
44. H 0.12
45. H 0.10
46. H 0.09
47. H 0.10

=====

2.
Computed, not measured: a molecular structure, CH2KO2, with ωB97M-V/def2-TZVPD.

Geometry as ORCA input:
```
! RIJCOSX wB97M-V def2-TZVPD def2/J DEFGRID3
* xyz 1 1
O -1.9180 0.0489 3.6384
O -3.6691 0.9674 4.6871
C -2.9419 -0.0887 4.2474
H -4.4727 0.6223 5.1637
H -3.3848 -1.0710 4.5053
K -0.2376 0.9208 2.6427
*
```

Its total energy is -21484.1269 eV. For the energy relative to the best compared isomer or geometry (same formula, charge and spin), the calculation gives 0.232 eV. For the orbital gap, the calculation gives 12.34 eV. Its LUMO energy is -3.705 eV. The molar mass comes out at 85.12 g mol⁻¹.

In the Löwdin picture, each atom carries the following charge in e:
1. O -0.19
2. O 0.11
3. C -0.31
4. H 0.15
5. H 0.17
6. K 1.07

=====

3.
Computed, not measured: 2 unconnected molecules or ions with the total composition C14H16, with ωB97M-V/def2-TZVPD.

Geometry as ORCA input:
```
! RIJCOSX wB97M-V def2-TZVPD def2/J DEFGRID3
* xyz 0 1
C -1.9002 -0.9811 2.1003
C -2.8354 -1.4211 -0.1817
C -1.8766 -1.6883 0.7802
C -2.7684 -2.1014 -1.4033
C -1.7355 -2.9554 -1.7276
C -0.7284 -2.3870 0.3948
C -0.6741 -3.0790 -0.8153
H -3.6735 -0.7453 -0.0827
H -3.5985 -1.9465 -2.0830
H -1.0060 -0.4407 2.3771
H -2.1499 -1.6956 2.8956
H -1.6818 -3.6463 -2.5586
H 0.0621 -2.5573 1.1169
H 0.2610 -3.5683 -1.0483
H -2.7825 -0.3360 2.1389
C 2.5804 2.4156 -2.1133
C 0.4408 1.0713 0.6598
C 0.9692 1.2376 -0.6275
C 1.0509 1.5894 1.7606
C 2.0400 2.1112 -0.7668
C 2.2332 2.3504 1.6320
C 2.7515 2.5492 0.3697
H -0.5162 0.5894 0.8160
H 0.4785 0.7635 -1.4663
H 0.5820 1.4486 2.7265
H 2.6089 2.7692 2.5512
H 1.8995 2.9016 -2.8210
H 2.8804 1.5439 -2.7089
H 3.6194 3.1591 0.1538
H 3.4691 3.0491 -2.0691
*
```

Its total energy is -14777.0491 eV. For the energy relative to the best compared isomer or geometry (same formula, charge and spin), the calculation gives 0.716 eV. For the orbital gap, the calculation gives 9.89 eV. Its LUMO energy is 0.972 eV. The molar mass comes out at 184.28 g mol⁻¹. The SMILES is Cc1ccccc1.Cc1ccccc1.

In the Löwdin picture, each atom carries the following charge in e:
1. C -0.06
2. C -0.05
3. C -0.30
4. C -0.10
5. C -0.09
6. C -0.06
7. C -0.08
8. H 0.11
9. H 0.10
10. H 0.05
11. H 0.09
12. H 0.10
13. H 0.11
14. H 0.10
15. H 0.08
16. C -0.07
17. C -0.10
18. C -0.03
19. C -0.10
20. C -0.28
21. C -0.08
22. C -0.05
23. H 0.07
24. H 0.11
25. H 0.10
26. H 0.10
27. H 0.08
28. H 0.08
29. H 0.10
30. H 0.07

=====

4.
Computed, not measured: a molecular structure, C30H57CsGeN5O6P2S4Si3, with ωB97M-V/def2-TZVPD.

Geometry as ORCA input:
```
! RIJCOSX wB97M-V def2-TZVPD def2/J DEFGRID3
* xyz -2 2
Cs 0.6826 -0.8050 -0.4047
O 0.0495 0.9314 -4.8092
C 0.7748 0.5565 -3.8660
O 0.9197 1.0359 -2.7260
C 1.6015 -0.7147 -4.1988
C 1.9746 -0.9217 -5.5590
C 2.6609 -2.0404 -5.9048
C 2.9488 -3.0118 -4.9116
C 3.6153 -4.2291 -5.1810
C 3.8351 -5.1379 -4.1827
C 3.3942 -4.8666 -2.8692
C 2.7517 -3.6947 -2.5833
C 2.5204 -2.7343 -3.5958
N 1.8834 -1.5738 -3.2547
H 1.6805 -0.1671 -6.2741
H 2.9777 -2.2159 -6.9284
H 3.9451 -4.4297 -6.1953
H 4.3467 -6.0688 -4.3965
H 3.5684 -5.5861 -2.0783
H 2.4149 -3.4786 -1.5769
C -4.1409 1.5797 2.6091
N -4.4088 0.6027 1.5645
C -5.6823 -0.0671 1.6713
P -3.1619 0.2953 0.5283
O -1.8618 0.0013 1.1384
O -3.8403 -0.9712 -0.2463
P -3.2182 -1.6898 -1.5452
O -1.8980 -1.1857 -1.9462
N -4.3003 -1.4077 -2.7599
C -5.6329 -1.9645 -2.7102
C -3.8755 -0.8823 -4.0476
N -3.3636 -3.2589 -1.0992
C -3.6388 -3.7952 0.2228
C -2.8581 -4.2327 -2.0614
N -3.0703 1.5459 -0.5267
C -4.2511 1.9408 -1.2685
C -1.8058 1.9403 -1.1563
H -4.8763 2.3908 2.5754
H -3.1463 2.0083 2.4878
H -4.1762 1.1103 3.5973
H -6.4903 0.6724 1.7219
H -5.7351 -0.6808 2.5789
H -5.8551 -0.7081 0.8126
H -5.8976 -2.2224 -1.6850
H -5.7240 -2.8699 -3.3239
H -6.3591 -1.2313 -3.0748
H -2.8606 -0.4974 -3.9731
H -4.5429 -0.0727 -4.3601
H -3.9003 -1.6622 -4.8180
H -3.9472 -2.9989 0.8938
H -2.7542 -4.2826 0.6378
H -4.4454 -4.5347 0.1558
H -2.6170 -3.7436 -3.0059
H -3.6087 -5.0079 -2.2478
H -1.9450 -4.7017 -1.6864
H -5.1539 1.6866 -0.7104
H -4.2983 1.4504 -2.2483
H -4.2385 3.0216 -1.4289
H -0.9676 1.7195 -0.5014
H -1.8190 3.0203 -1.3160
H -1.6410 1.4365 -2.1102
O 2.9777 -8.4726 2.3537
C 2.6604 -7.3631 1.9919
S 3.7643 -5.9963 1.9048
C 2.6342 -4.7734 1.2949
C 1.3105 -5.2255 1.1047
S -0.0042 -4.3409 0.5594
S 1.0226 -6.9200 1.5078
S 3.2404 -3.2448 1.0183
C 1.3552 3.9609 -0.8521
Si 2.5768 3.7261 0.5643
C 2.7166 5.4570 1.3493
C 4.2647 3.4120 -0.2403
Ge 1.9649 1.8807 1.9518
Si 3.7962 1.8727 3.4645
C 5.2194 0.8344 2.7687
C 4.6062 3.5216 3.9578
C 3.3331 1.0379 5.1044
Si 0.3198 2.9462 3.2894
C -0.9647 3.8355 2.2073
C -0.6655 1.6612 4.2768
C 0.8438 4.2548 4.5664
H 1.6649 4.7854 -1.5051
H 0.3604 4.2012 -0.4648
H 1.2627 3.0637 -1.4699
H 3.0453 6.1946 0.6075
H 3.4208 5.4685 2.1835
H 1.7436 5.7790 1.7316
H 4.5108 4.2020 -0.9581
H 4.2495 2.4602 -0.7771
H 5.0638 3.3655 0.5044
H 5.5769 1.2449 1.8207
H 4.8810 -0.1864 2.5741
H 6.0646 0.7910 3.4646
H 5.0348 4.0096 3.0786
H 5.4107 3.3734 4.6874
H 3.8694 4.2042 4.3888
H 2.9047 0.0504 4.9163
H 2.5892 1.6250 5.6506
H 4.2105 0.9147 5.7486
H -1.3525 3.1587 1.4401
H -0.5145 4.6870 1.6905
H -1.8058 4.2102 2.8028
H -1.0855 0.9214 3.5892
H -1.4782 2.1190 4.8536
H -0.0127 1.1264 4.9725
H 1.3863 5.0686 4.0785
H 1.5099 3.8166 5.3157
H -0.0209 4.6798 5.0897
*
```

Its total energy is -194398.0586 eV. For the energy relative to the best compared isomer or geometry (same formula, charge and spin), the calculation gives 0.188 eV. For the orbital gap (spin up / spin down), the calculation gives 4.75 / 4.65 eV. Its LUMO energy (spin up / spin down) is 3.322 / 3.219 eV. The molar mass comes out at 1063.80 g mol⁻¹. The expectation value of S² is 0.768.

Results of the Löwdin charge analysis, in e, for atoms 1 through 99:
1. Cs 0.74
2. O -0.04
3. C -0.68
4. O -0.15
5. C -0.17
6. C -0.01
7. C -0.03
8. C -0.17
9. C -0.06
10. C -0.10
11. C -0.07
12. C -0.01
13. C -0.20
14. N 0.12
15. H 0.11
16. H 0.10
17. H 0.10
18. H 0.09
19. H 0.10
20. H 0.04
21. C -0.09
22. N -0.30
23. C -0.11
24. P 0.46
25. O -0.33
26. O -0.28
27. P 0.44
28. O -0.34
29. N -0.30
30. C -0.11
31. C -0.10
32. N -0.29
33. C -0.09
34. C -0.09
35. N -0.28
36. C -0.10
37. C -0.09
38. H 0.08
39. H 0.05
40. H 0.09
41. H 0.08
42. H 0.08
43. H 0.06
44. H 0.07
45. H 0.08
46. H 0.08
47. H 0.08
48. H 0.08
49. H 0.08
50. H 0.07
51. H 0.03
52. H 0.08
53. H 0.08
54. H 0.08
55. H 0.06
56. H 0.07
57. H 0.07
58. H 0.08
59. H 0.04
60. H 0.09
61. H 0.07
62. O -0.10
63. C -1.07
64. S 0.92
65. C -1.22
66. C -1.21
67. S 0.53
68. S 0.91
69. S 0.54
70. C -0.23
71. Si 0.23
72. C -0.24
73. C -0.24
74. Ge 0.50
75. Si 0.22
76. C -0.24
77. C -0.24
78. C -0.25
79. Si 0.22
80. C -0.24
81. C -0.24
82. C -0.24
83. H 0.02
84. H 0.00
85. H 0.00
86. H 0.01
87. H 0.00
88. H 0.00
89. H 0.02
90. H 0.02
91. H 0.00
92. H 0.01
93. H 0.01
94. H 0.02
95. H 0.00
96. H 0.01
97. H 0.00
98. H 0.02
99. H 0.00